(1)
The following is a DFT calculation (ωB97M-V/def2-TZVPD) of 9 unconnected molecules or ions with the total composition C63H120N6O15 in a non-equilibrium geometry.

The spin multiplicity is 7. The calculation puts the LUMO energy (alpha / beta) at 0.00882 / -0.01104 Ha. The calculation puts the total energy at -3928.91231 Ha.

```
204
Properties=species:S:1:pos:R:3:lowdin_charge:R:1
C 5.779 -0.639 -2.425 -0.082
C 6.750 -0.079 -3.544 -0.081
O 5.761 0.247 -4.532 0.025
C 4.662 -0.513 -4.365 -0.608
O 3.769 -0.558 -5.142 0.168
O 4.757 -1.235 -3.248 0.073
H 5.419 0.208 -1.839 0.114
H 6.146 -1.374 -1.720 0.099
H 7.485 -0.797 -3.996 0.143
H 7.232 0.827 -3.208 0.108
C 0.414 -4.657 4.016 -0.165
C 0.287 -5.784 2.976 -0.132
O 0.526 -5.138 1.797 0.066
C 0.840 -3.854 1.948 -0.576
O 1.086 -3.124 1.113 0.234
O 0.645 -3.503 3.290 0.016
H 1.223 -4.854 4.724 0.130
H -0.550 -4.638 4.598 0.138
H -0.735 -6.104 2.917 0.126
H 1.006 -6.576 3.029 0.129
C 1.329 0.158 0.485 -0.070
C -0.084 0.159 1.234 -0.080
O -0.872 -0.443 0.198 0.011
C -0.338 -0.276 -1.031 -0.562
O -0.835 -0.556 -2.085 0.140
O 0.880 0.195 -0.889 0.084
H 1.827 -0.763 0.800 0.084
H 1.934 0.977 0.874 0.105
H -0.389 1.182 1.430 0.127
H -0.016 -0.422 2.134 0.071
C -3.446 1.810 -5.359 -0.017
C -2.990 0.996 -4.136 -0.410
C -3.670 -0.311 -3.757 -0.146
C -3.625 -1.628 -4.648 -0.045
C -1.945 -1.906 -4.614 -0.116
C -0.973 -0.915 -5.153 -0.421
N -1.405 0.495 -4.334 -0.115
O -0.612 1.473 -4.473 -0.109
C 0.505 -0.990 -4.926 -0.037
C -1.303 -0.536 -6.656 -0.015
C -2.716 1.893 -2.964 -0.040
H -4.317 2.288 -4.937 0.078
H -3.797 1.330 -6.261 0.069
H -2.751 2.627 -5.574 0.086
H -3.375 -0.506 -2.741 0.079
H -4.649 0.137 -3.554 0.099
H -4.091 -1.481 -5.592 0.072
H -4.095 -2.502 -4.160 0.081
H -1.794 -2.832 -5.125 0.094
H -1.542 -2.061 -3.591 0.094
H 0.771 -0.757 -3.863 0.100
H 0.733 -2.008 -5.169 0.081
H 0.942 -0.393 -5.738 0.079
H -2.351 -0.398 -6.834 0.054
H -0.687 0.280 -7.006 0.077
H -0.934 -1.364 -7.217 0.069
H -2.138 1.476 -2.184 0.064
H -3.663 2.030 -2.536 0.040
H -2.281 2.819 -3.432 0.112
C 1.980 2.117 5.134 -0.007
C 1.388 0.962 5.982 -0.491
C 0.705 1.557 7.182 -0.153
C -0.209 0.587 7.955 -0.127
C -1.399 0.356 6.908 -0.097
C -0.819 -0.429 5.629 -0.441
N 0.439 0.180 5.168 -0.137
O 0.906 -0.120 4.008 -0.048
C -0.602 -1.982 5.884 0.013
C -1.843 -0.142 4.493 -0.016
C 2.531 -0.068 6.350 0.010
H 2.707 2.562 5.870 0.107
H 1.195 2.743 4.831 0.071
H 2.547 1.677 4.347 0.056
H 1.507 1.952 7.848 0.133
H 0.082 2.420 6.888 0.125
H -0.542 0.938 8.887 0.088
H 0.203 -0.404 8.044 0.083
H -1.823 1.259 6.544 0.083
H -2.296 -0.312 7.255 0.145
H -0.068 -2.285 4.944 0.072
H 0.009 -2.187 6.691 0.044
H -1.629 -2.396 5.927 0.099
H -1.836 0.909 4.271 0.085
H -1.637 -0.738 3.621 0.049
H -2.752 -0.556 4.995 0.100
H 3.426 0.470 6.720 0.095
H 2.675 -0.580 5.386 0.076
H 2.121 -0.719 7.076 0.052
C -5.393 -5.203 -1.517 -0.044
C -4.178 -5.528 -0.679 -0.456
C -2.901 -5.734 -1.562 -0.106
C -2.290 -4.379 -1.750 -0.216
C -1.964 -3.615 -0.598 -0.165
C -3.189 -3.267 0.317 -0.367
N -3.888 -4.648 0.534 -0.047
O -4.750 -4.526 1.610 -0.051
C -2.556 -2.911 1.722 -0.029
C -3.824 -1.958 -0.240 -0.006
C -4.472 -6.931 -0.034 -0.044
H -5.224 -4.503 -2.351 0.070
H -6.211 -4.694 -0.904 0.114
H -5.769 -6.045 -2.094 0.084
H -2.217 -6.342 -0.939 0.129
H -3.230 -6.371 -2.331 0.107
H -3.035 -3.711 -2.305 0.119
H -1.500 -4.404 -2.459 0.111
H -1.381 -2.724 -0.643 0.103
H -1.378 -4.271 0.029 0.106
H -3.289 -2.631 2.491 0.079
H -2.086 -3.846 2.088 0.079
H -1.765 -2.176 1.786 0.054
H -4.874 -1.921 0.213 0.082
H -3.309 -1.052 0.055 0.072
H -4.033 -2.023 -1.300 0.052
H -5.552 -7.098 0.089 0.082
H -4.086 -7.096 0.984 0.082
H -4.044 -7.672 -0.668 0.061
C 5.393 3.260 1.855 -0.033
C 6.250 2.018 1.801 -0.567
C 7.043 1.820 3.046 -0.147
C 7.495 0.414 3.425 -0.170
C 6.302 -0.471 3.338 -0.165
C 5.516 -0.509 2.040 -0.541
N 5.425 0.800 1.523 -0.013
O 4.252 1.201 0.799 -0.072
C 6.327 -1.367 1.084 -0.026
C 4.115 -1.195 2.279 0.001
C 7.139 2.154 0.659 -0.069
H 6.067 4.181 1.693 0.123
H 4.779 3.296 2.828 0.111
H 4.710 3.198 0.968 0.058
H 7.973 2.457 2.894 0.144
H 6.465 2.245 3.912 0.132
H 7.962 0.474 4.392 0.113
H 8.257 0.088 2.699 0.121
H 5.513 -0.290 4.088 0.128
H 6.718 -1.504 3.423 0.120
H 5.860 -1.786 0.209 0.056
H 7.204 -0.824 0.664 0.084
H 6.746 -2.196 1.765 0.113
H 3.704 -1.331 1.223 0.090
H 4.221 -2.109 2.941 0.114
H 3.452 -0.451 2.766 0.073
H 7.838 3.011 0.634 0.101
H 6.649 2.361 -0.329 0.089
H 7.789 1.291 0.410 0.090
C 4.725 6.001 -2.739 -0.064
C 4.423 4.550 -2.879 -0.413
C 3.527 4.170 -1.704 -0.166
C 2.613 3.031 -2.003 -0.174
C 1.743 3.285 -3.175 -0.163
C 2.383 3.543 -4.469 -0.471
N 3.448 4.593 -4.222 -0.128
O 3.987 5.186 -5.236 -0.069
C 3.247 2.418 -5.300 0.039
C 1.419 4.258 -5.354 -0.039
C 5.693 3.576 -3.074 0.011
H 4.962 6.129 -1.663 0.093
H 5.542 6.137 -3.474 0.093
H 3.811 6.571 -2.920 0.096
H 4.126 4.196 -0.759 0.110
H 2.936 5.061 -1.498 0.113
H 3.213 2.127 -2.304 0.126
H 1.995 2.649 -1.165 0.113
H 1.230 4.278 -3.029 0.141
H 0.949 2.615 -3.356 0.090
H 4.012 1.835 -4.858 0.022
H 3.422 2.650 -6.364 0.093
H 2.319 1.790 -5.408 0.080
H 0.943 5.075 -4.808 0.093
H 0.671 3.451 -5.584 0.100
H 1.928 4.585 -6.235 0.071
H 6.251 3.880 -2.216 0.053
H 5.479 2.468 -3.005 0.068
H 6.138 3.930 -3.999 0.080
C -6.016 3.386 1.435 -0.032
C -5.422 2.051 1.090 -0.468
C -5.481 1.014 2.214 -0.150
C -6.843 0.490 2.280 -0.198
C -7.251 -0.189 0.980 -0.111
C -7.069 0.716 -0.241 -0.529
N -5.874 1.467 -0.185 -0.139
O -5.382 1.983 -1.232 -0.012
C -6.873 -0.277 -1.497 -0.026
C -8.238 1.517 -0.665 -0.035
C -3.869 2.403 0.819 -0.020
H -7.094 3.197 1.731 0.094
H -6.007 4.005 0.540 0.096
H -5.585 3.988 2.147 0.056
H -4.757 0.247 1.892 0.120
H -5.130 1.576 3.153 0.154
H -7.557 1.189 2.722 0.119
H -6.928 -0.381 2.935 0.115
H -8.230 -0.622 0.969 0.117
H -6.612 -1.050 0.659 0.105
H -6.908 0.261 -2.449 0.066
H -5.815 -0.696 -1.521 0.073
H -7.681 -1.016 -1.563 0.089
H -7.971 2.112 -1.573 0.105
H -9.194 0.961 -0.731 0.103
H -8.304 2.232 0.202 0.088
H -3.839 3.241 0.124 0.072
H -3.359 1.533 0.396 0.065
H -3.331 2.766 1.757 0.101
```

***

(2)
The following is a DFT calculation (ωB97M-V/def2-TZVPD) of 2 unconnected molecules or ions with the total composition C3H3NS in a non-equilibrium geometry.

Its SMILES is C#CS.C#N. The calculation puts the LUMO energy at 0.02502 Ha. For the energy above the lowest of the compared OMol25 structures with the same formula, charge and spin, the calculation gives 221.79 kJ/mol. The calculation puts the total energy at -568.93311 Ha.

```
8
Properties=species:S:1:pos:R:3:lowdin_charge:R:1
C -0.392 1.324 -0.403 -0.027
C -1.111 0.400 -0.139 -0.675
C 1.936 -0.848 -0.245 -0.052
N 1.847 0.285 -0.398 0.056
S -2.183 -0.876 0.147 0.736
H 0.313 2.110 -0.367 0.022
H 1.956 -1.906 -0.003 0.069
H -2.366 -0.488 1.409 -0.129
```